1.
The following is a DFT calculation (ωB97M-V/def2-TZVPD) of a structure of composition C22H50CrP2Si2 at a distorted geometry.

Cartesian coordinates (Å):
P 0.98327 -1.11075 -4.41260
P 1.40265 2.57650 -3.40450
C 0.74075 0.47140 -5.30958
C 1.73183 1.60901 -4.98904
H -0.30320 0.77390 -5.09267
H 0.82890 0.25506 -6.39421
H 2.79073 1.27212 -4.94625
H 1.67260 2.37367 -5.80680
C -0.24764 3.27360 -3.75435
H -0.67773 3.69874 -2.82563
H -0.88701 2.45840 -4.12946
H -0.23095 4.04172 -4.55485
C 2.62576 3.86913 -3.31635
H 2.59482 4.59651 -4.14021
H 3.62145 3.37645 -3.36298
H 2.66022 4.41010 -2.35897
C -0.23505 -2.07116 -5.52781
H -0.64299 -2.96847 -5.02720
H 0.29105 -2.45512 -6.42470
H -1.06139 -1.44868 -5.91066
C 2.41015 -1.84368 -5.39456
H 3.14914 -1.06956 -5.64471
H 2.05463 -2.29207 -6.33698
H 2.85385 -2.65759 -4.79127
Cr 1.34473 1.23366 -1.66218
C -2.78128 0.34459 -3.02518
C -3.61117 -0.32594 -3.83694
C -4.12242 -1.65700 -3.54585
C -4.12256 -2.23768 -2.10934
C -3.02461 -3.23291 -1.81580
C -1.71313 -2.88976 -1.84907
C -1.26676 -1.55003 -2.41303
C -1.89564 -0.22065 -1.92489
C 2.77995 -0.03035 -0.81644
H -2.69970 1.44114 -3.11349
H -3.99908 0.18648 -4.73958
H -3.57192 -2.35669 -4.19919
H -5.16976 -1.71620 -3.84882
H -4.13230 -1.43558 -1.37837
H -5.06272 -2.78677 -1.97305
H -3.36744 -4.21767 -1.41346
H -0.94329 -3.63814 -1.76124
H -1.36769 -1.60296 -3.51786
H -0.18427 -1.49279 -2.23922
H -2.36677 -0.25894 -0.93047
H -0.99667 0.46696 -1.73432
H 2.85383 0.45187 0.18978
H 3.74767 0.03892 -1.35618
H 2.52282 -1.09132 -0.69048
C 2.64608 3.88501 0.64668
Si 0.79248 3.60967 0.75809
C 0.40861 4.13732 2.55265
C 0.01235 5.02739 -0.20768
C 0.17652 1.94133 0.08588
Si -0.37510 0.94036 1.62798
C -1.95300 1.62008 2.42059
C -0.73167 -0.86079 1.29341
C 0.95788 0.78854 2.92994
H 2.92975 4.85608 0.22127
H 3.13407 3.09118 0.08666
H 3.01547 3.84297 1.69084
H 0.77011 5.17306 2.64269
H -0.66241 4.16162 2.77224
H 0.90347 3.55930 3.33709
H 0.41356 5.16065 -1.22229
H -1.07271 4.86241 -0.26577
H 0.17209 5.97127 0.34345
H -0.76311 2.21207 -0.40500
H -2.59487 2.19815 1.74326
H -2.56436 0.77318 2.76614
H -1.77575 2.25668 3.29796
H 0.20652 -1.42360 1.32706
H -1.38915 -1.25129 2.08213
H -1.19164 -1.08478 0.32963
H 1.67237 0.02685 2.59765
H 1.52678 1.68650 3.16044
H 0.49628 0.42718 3.85503

Output
HOMO-LUMO gap (spin up / spin down): 6.8894 / 8.3721 eV
E_HOMO (spin up / spin down): -0.253 / -0.294 Eh
spin multiplicity: 5
energy: -3174.2593 Ha
M: 484.76 g/mol
expectation value of S²: 6.0726
net charge: 0

2.
The following is a DFT calculation (ωB97M-V/def2-TZVPD) of a structure of composition C36H64F24O16P3Tl at a distorted geometry.

Cartesian coordinates (Å):
Tl -21.32234 -9.14576 -15.71781
C -23.80094 -4.99222 -14.70683
C -24.03002 -5.81774 -15.95350
C -24.28339 -4.91431 -17.26649
O -23.02398 -6.73803 -16.07797
H -24.52949 -4.18731 -14.60965
H -22.87232 -4.52094 -14.38486
H -24.02801 -5.73736 -13.94440
H -24.99105 -6.29846 -15.77063
H -23.37870 -4.33963 -17.46491
H -25.11069 -4.20526 -17.23616
H -24.50691 -5.53770 -18.13225
C -15.94630 -9.41516 -11.72382
C -17.24072 -9.33527 -12.47778
O -18.05765 -8.27530 -11.79950
P -19.10703 -7.15919 -12.53196
O -20.18293 -7.66375 -13.46396
O -19.76760 -6.42643 -11.22671
C -21.06533 -5.77520 -11.00510
C -22.25287 -6.69321 -11.45400
O -18.10041 -6.07986 -13.25211
C -17.66414 -4.94923 -12.52909
C -16.93158 -3.97965 -13.41433
H -16.05834 -9.73887 -10.68905
H -15.03149 -9.89037 -12.07794
H -15.61873 -8.39363 -11.53077
H -16.93739 -9.03154 -13.47970
H -17.89175 -10.19352 -12.64409
H -21.17733 -5.34012 -10.01199
H -21.01965 -4.94406 -11.70881
H -23.22797 -6.28173 -11.19330
H -22.24396 -6.71692 -12.54370
H -22.18944 -7.65878 -10.95223
H -18.58372 -4.54364 -12.10724
H -16.89607 -5.23154 -11.80903
H -16.85087 -3.10245 -12.77237
H -15.92810 -4.32581 -13.66194
H -17.57958 -3.76836 -14.26495
C -28.08953 -8.60112 -15.06803
C -26.67699 -8.83021 -15.48927
O -26.61737 -9.98107 -16.27933
P -25.34011 -10.27794 -17.24972
O -23.97052 -9.91246 -16.69142
O -25.44737 -11.82300 -17.72145
C -26.69719 -12.51332 -17.91084
C -26.54921 -13.99086 -17.64368
O -25.74075 -9.50223 -18.63643
C -25.33819 -8.26327 -19.01087
C -26.50950 -7.39489 -19.37203
H -28.36233 -9.19040 -14.19257
H -28.37069 -7.56347 -14.88821
H -28.76398 -8.76569 -15.90834
H -26.54279 -7.96040 -16.13233
H -25.91539 -8.72372 -14.71678
H -27.50610 -12.04992 -17.34602
H -26.78298 -12.51920 -18.99745
H -26.17282 -14.20265 -16.64290
H -27.47788 -14.54082 -17.79607
H -25.72380 -14.46274 -18.17671
H -24.97522 -7.79515 -18.09587
H -24.56708 -8.38325 -19.77186
H -26.31285 -6.40006 -19.77171
H -27.14352 -7.92608 -20.08193
H -27.05268 -7.30687 -18.43113
C -22.03517 -10.09339 -22.99025
C -21.84939 -9.88896 -21.51531
O -22.23330 -8.64848 -21.06474
P -21.47946 -7.92749 -19.85250
O -21.41900 -8.75353 -18.63222
O -20.10047 -7.48640 -20.56663
C -18.93674 -8.34616 -20.45273
C -17.91635 -7.64509 -21.26312
O -22.29860 -6.52473 -19.77471
C -22.50361 -5.84347 -21.01523
C -23.18013 -4.48165 -20.65828
H -22.01840 -11.16227 -23.20312
H -22.94588 -9.55776 -23.25824
H -21.27510 -9.61987 -23.61167
H -22.48356 -10.55273 -20.92766
H -20.88826 -10.32591 -21.24439
H -18.56484 -8.63121 -19.46859
H -19.16297 -9.32893 -20.86635
H -18.11341 -7.49927 -22.32519
H -17.76614 -6.61275 -20.94721
H -16.95190 -8.15212 -21.23368
H -21.54733 -5.80457 -21.53688
H -23.11170 -6.47803 -21.65995
H -24.05213 -4.56311 -20.00937
H -22.59211 -3.95566 -19.90616
H -23.50877 -3.77348 -21.41893
C -26.11962 0.63575 -19.16021
C -26.96185 0.07462 -20.26804
C -27.60455 1.21622 -21.02947
F -26.85532 2.07864 -21.65541
F -28.66112 0.94088 -21.78563
F -26.32325 -0.66918 -21.10431
F -27.89916 -0.73412 -19.67985
O -26.00724 -0.27848 -17.99701
C -24.79585 -0.33099 -17.28554
C -25.08278 -0.80277 -15.80252
F -23.94927 -0.93213 -15.11261
F -26.05703 -0.04382 -15.15570
F -24.14740 -1.25351 -18.05840
F -24.12926 0.85323 -17.27627
H -26.47560 1.56147 -18.70808
H -25.20157 0.90111 -19.68449
H -28.16407 1.83935 -20.33180
H -25.49159 -1.81058 -15.87518
C -18.70913 -2.49978 -19.52162
C -18.19125 -3.11458 -20.85698
C -17.17278 -2.12736 -21.54951
F -16.11716 -2.11620 -20.78118
F -16.89027 -2.62666 -22.75921
F -17.69036 -4.35243 -20.58430
F -19.16246 -3.31189 -21.68026
O -19.60358 -3.32540 -18.72990
C -19.05152 -3.95055 -17.52142
C -20.15520 -4.76772 -16.76795
F -19.78082 -5.43262 -15.66813
F -21.16206 -3.94520 -16.47884
F -18.15944 -4.83131 -18.06989
F -18.48660 -3.09841 -16.62257
H -19.20452 -1.53597 -19.63891
H -17.86524 -2.32356 -18.85461
H -17.44562 -1.08224 -21.40327
H -20.51054 -5.53011 -17.46120
C -20.49628 -1.88694 -10.76802
C -21.26292 -0.60761 -10.60668
C -21.46618 -0.30351 -9.08545
F -22.13668 -1.18566 -8.41193
F -20.33521 -0.26214 -8.39748
F -20.62786 0.46682 -11.22447
F -22.41963 -0.66436 -11.21691
O -19.90964 -2.02483 -12.10622
C -20.70726 -2.27081 -13.31877
C -20.63337 -1.16232 -14.41151
F -21.33611 -0.06847 -13.93288
F -19.42247 -0.81435 -14.81674
F -20.29559 -3.40024 -13.79679
F -21.98067 -2.47956 -13.04633
H -21.09860 -2.73791 -10.44994
H -19.65770 -1.80175 -10.07692
H -22.02961 0.61683 -8.93179
H -21.21022 -1.63789 -15.20472

Output
HOMO-LUMO gap (spin up / spin down): 10.4682 / 8.2567 eV
E_HOMO (spin up / spin down): -0.461 / -0.459 Eh
spin multiplicity: 2
energy: -6207.1643 Ha
M: 1506.15 g/mol
expectation value of S²: 0.7540
net charge: +1

3.
The following is a DFT calculation (ωB97M-V/def2-TZVPD) of a cluster of 2 separate species, C3H2INO2 in total at a distorted geometry.

Cartesian coordinates (Å):
O -0.55926 2.22422 1.68955
C -0.40890 1.63746 0.70475
C -0.33435 0.96126 -0.37794
I -2.13291 0.19838 -1.18551
H 0.73040 0.96299 -0.82142
N 0.01910 -1.72343 -0.15470
C 0.98981 -1.12209 0.11571
O 1.84227 -0.40313 0.41662
H -0.14615 -2.73568 -0.38706

Output
HOMO-LUMO gap: 8.4120 eV
E_HOMO: -0.322 Eh
energy: -618.3815 Ha
M: 210.96 g/mol
net charge: 0
SMILES: O=C=CI.N=C=O

4.
The following is a DFT calculation (ωB97M-V/def2-TZVPD) of an isolated molecule of C5H6S3 at a distorted geometry.

Cartesian coordinates (Å):
C 0.76136 -2.95237 -0.62104
C -0.02930 -2.04604 -0.58846
C -1.06246 -1.02105 -0.45913
S -2.09098 -1.27236 1.00127
C -0.54597 0.45743 -0.41139
S -1.17160 1.61029 -1.40628
S 0.89615 0.61560 0.51801
C 1.08342 2.42976 0.50851
H 1.53660 -3.67644 -0.69259
H -1.77623 -1.10729 -1.30235
H -1.06513 -1.33696 1.84586
H 1.90572 2.57006 1.19564
H 1.35821 2.82345 -0.47839
H 0.20024 2.90594 0.89036

Output
HOMO-LUMO gap: 8.4044 eV
E_HOMO: -0.322 Eh
energy: -1388.5907 Ha
M: 162.30 g/mol
net charge: 0
SMILES: C#C[C@@H](S)C(=S)SC